{
  "formula": "C27H47IO12",
  "method": "ωB97M-V with the def2-TZVPD basis set",
  "elements": ["I", "O", "O", "O", "O", "O", "O", "O", "O", "O", "O", "O", "O", "C", "C", "C", "C", "C", "C", "C", "C", "C", "C", "C", "C", "C", "C", "C", "C", "C", "C", "C", "C", "C", "C", "C", "C", "C", "C", "C", "H", "H", "H", "H", "H", "H", "H", "H", "H", "H", "H", "H", "H", "H", "H", "H", "H", "H", "H", "H", "H", "H", "H", "H", "H", "H", "H", "H", "H", "H", "H", "H", "H", "H", "H", "H", "H", "H", "H", "H", "H", "H", "H", "H", "H", "H", "H"],
  "positions_angstrom": [[1.346, 1.752, 2.755], [0.045, -0.554, 5.284], [-1.326, -4.804, -3.175], [2.022, 5.392, -1.575], [-0.839, -2.421, 0.351], [-0.792, 7.218, 2.077], [-1.137, -0.318, -0.161], [2.431, 3.273, -1.173], [4.237, -5.192, 1.214], [3.846, -3.456, -0.064], [-1.170, 1.293, 4.801], [-2.040, 6.842, 0.315], [-0.997, -6.870, -2.542], [1.736, 4.229, -0.954], [0.493, -8.704, -3.163], [1.155, 6.529, -1.498], [5.127, -2.002, -1.556], [-0.922, -1.779, -2.027], [0.601, 4.183, 0.043], [4.084, -2.101, -0.463], [-0.940, -0.231, 3.052], [-0.755, 1.197, 2.490], [-1.148, -5.947, -3.505], [-3.456, -1.543, 5.174], [-1.500, 1.964, 3.585], [-1.001, -1.449, -0.558], [-0.755, -3.815, -0.007], [-2.414, -0.696, 2.872], [-1.900, 7.089, 1.637], [-3.128, 7.256, 2.501], [0.655, -4.180, -0.407], [-3.296, 6.519, -0.293], [-0.914, -8.277, -2.804], [-4.096, 7.757, -0.638], [-0.602, 0.073, 4.512], [-1.021, -6.343, -4.956], [5.904, -3.504, 1.302], [1.377, 7.332, -0.237], [4.600, -4.111, 0.839], [-2.980, -1.219, 4.121], [4.826, -2.600, -2.417], [5.947, -2.420, 1.227], [3.123, -1.749, -0.834], [-3.618, -1.798, 6.194], [-4.356, 8.333, 0.251], [-1.708, -5.730, -5.535], [-1.248, -7.386, -5.159], [1.010, 4.311, 1.042], [1.396, 7.126, -2.377], [6.098, -2.369, -1.224], [-3.034, 5.981, -1.202], [-1.612, -1.126, -2.558], [1.348, -3.949, 0.400], [-1.194, 3.010, 3.651], [-1.044, -4.355, 0.893], [-3.857, 5.824, 0.335], [0.090, -1.571, -2.371], [-3.518, 8.408, -1.294], [1.164, 6.752, 0.655], [0.536, -9.785, -3.300], [2.414, 7.667, -0.176], [-4.016, 6.753, 2.127], [0.728, -5.244, -0.630], [0.840, -8.228, -4.080], [-1.483, -4.060, -0.778], [-0.263, -0.913, 2.549], [6.050, -3.774, 2.345], [0.727, 8.207, -0.228], [-1.043, 1.337, 1.457], [0.978, -3.624, -1.287], [0.134, 3.202, -0.022], [1.184, -8.428, -2.366], [-3.041, 0.122, 2.522], [-1.177, -2.806, -2.265], [-0.003, -6.131, -5.282], [6.713, -3.933, 0.712], [4.331, -1.485, 0.402], [-1.221, -8.749, -1.873], [5.241, -0.966, -1.876], [-2.903, 6.853, 3.485], [-2.583, 2.008, 3.431], [-1.644, -8.567, -3.562], [-2.429, -1.483, 2.120], [0.114, 6.219, -1.601], [-3.337, 8.321, 2.599], [-0.170, 4.933, -0.122], [-5.019, 7.481, -1.149]],
  "forces_ev_per_a": [[-0.19, -0.20, -0.46], [-0.20, -0.01, 0.26], [-0.06, -0.05, -0.05], [0.03, -0.05, -0.19], [-0.25, 0.03, 0.18], [-0.07, -0.04, 0.05], [-0.15, 0.05, 0.05], [0.01, 0.03, -0.05], [-0.04, 0.00, -0.04], [-0.19, -0.02, -0.04], [0.17, -0.14, 0.10], [0.14, -0.14, -0.08], [-0.14, 0.04, 0.16], [0.00, -0.05, 0.23], [0.07, 0.11, -0.01], [-0.09, 0.17, 0.08], [0.05, -0.11, -0.02], [-0.39, -0.14, 0.01], [-0.36, 0.07, -0.40], [0.11, 0.13, -0.04], [0.37, 0.69, -0.65], [-0.05, -0.26, 1.12], [0.19, 0.00, -0.07], [0.61, 0.02, 0.13], [0.03, 0.87, -0.41], [0.35, 0.03, -0.17], [0.09, -0.23, -0.12], [0.13, -0.49, 0.32], [-0.06, 0.13, 0.09], [-0.09, -0.31, 0.00], [0.08, 0.10, 0.06], [-0.16, 0.04, -0.05], [0.10, -0.17, -0.07], [0.05, 0.10, 0.04], [-0.33, -0.10, -0.48], [-0.30, -0.14, -0.03], [-0.13, 0.24, 0.20], [0.25, 0.00, 0.00], [0.19, -0.04, 0.00], [-0.33, 0.23, -0.13], [-0.03, 0.03, 0.00], [0.03, -0.02, -0.10], [-0.04, -0.05, 0.04], [-0.34, -0.10, -0.09], [-0.04, -0.04, 0.02], [0.09, 0.11, 0.02], [0.11, -0.01, 0.03], [0.01, 0.01, 0.04], [0.08, -0.07, -0.02], [0.01, 0.05, 0.04], [0.07, 0.00, 0.02], [0.11, 0.13, 0.04], [0.01, -0.07, 0.00], [0.20, -0.13, 0.18], [0.01, 0.12, 0.07], [0.00, 0.03, 0.02], [0.01, 0.02, 0.01], [0.00, -0.03, -0.03], [-0.11, 0.03, 0.02], [-0.02, 0.00, 0.01], [-0.01, 0.01, -0.10], [-0.01, 0.10, -0.05], [-0.04, -0.01, 0.00], [-0.04, -0.04, -0.04], [0.04, 0.05, -0.03], [0.06, -0.22, 0.41], [0.03, -0.14, -0.05], [-0.03, -0.01, 0.02], [-0.01, 0.06, 0.00], [-0.05, -0.05, -0.06], [0.17, -0.09, 0.07], [-0.02, -0.03, 0.02], [-0.02, -0.02, -0.12], [0.15, 0.04, -0.01], [0.01, 0.01, 0.00], [0.01, -0.01, -0.01], [0.02, -0.02, 0.00], [-0.02, 0.08, 0.03], [-0.02, 0.01, 0.01], [0.09, 0.12, 0.02], [-0.03, -0.44, 0.05], [0.02, 0.03, -0.02], [0.01, 0.13, -0.13], [0.00, 0.00, 0.03], [0.00, 0.02, 0.00], [0.09, 0.07, 0.09], [0.01, -0.02, 0.00]],
  "multiplicity": 1,
  "charge": 0,
  "homo_lumo_gap_ev": 9.4,
  "e_homo_ev": -9.05,
  "e_lumo_ev": 0.38,
  "smiles": "C#CC[C@@H]1C(=O)OC[C@H]1I.CCOC(C)=O.CCOC(C)=O.CCOC(C)=O.CCOC(C)=O.CCOC(C)=O"
}